{
  "formula": "C15H21N2O3SiTc",
  "method": "ωB97M-V with the def2-TZVPD basis set",
  "symbols": ["Tc", "C", "C", "O", "C", "C", "C", "N", "N", "C", "O", "C", "C", "C", "C", "C", "C", "H", "H", "H", "H", "H", "H", "H", "H", "H", "H", "H", "H", "C", "Si", "C", "C", "O", "H", "H", "H", "H", "H", "H", "H", "H", "H"],
  "coordinates": [[-1.0454, -0.1685, 0.0643], [-5.0689, 1.1161, -0.0199], [-3.6087, 1.4077, -0.0180], [-2.8181, 0.3552, 0.0033], [-3.0546, 2.6465, -0.0349], [-1.6653, 2.8777, -0.0204], [-1.1873, 4.2918, -0.0490], [-0.7729, 1.8828, 0.0180], [0.5460, 2.3507, 0.0175], [1.3453, 1.3516, 0.0229], [0.8206, 0.1199, 0.0203], [2.8045, 1.4663, 0.0213], [3.5954, 0.3212, 0.0242], [4.9760, 0.4413, 0.0232], [5.5610, 1.6994, 0.0188], [4.7703, 2.8427, 0.0162], [3.3926, 2.7307, 0.0174], [-5.2501, 0.0453, -0.0058], [-5.5287, 1.5462, -0.9102], [-5.5378, 1.5718, 0.8526], [-3.7109, 3.5033, -0.0581], [-2.0301, 4.9764, -0.0711], [-0.5532, 4.4517, -0.9210], [-0.5637, 4.4933, 0.8216], [3.1300, -0.6550, 0.0282], [5.5951, -0.4455, 0.0261], [6.6390, 1.7919, 0.0180], [5.2313, 3.8211, 0.0134], [2.7658, 3.6118, 0.0156], [-1.3194, -4.1738, -1.6221], [-0.6795, -3.6486, 0.0238], [-1.6390, -4.3631, 1.4261], [1.1372, -3.9054, 0.1948], [-0.9397, -1.9452, 0.1100], [-1.2046, -5.2558, -1.7248], [-0.7782, -3.7013, -2.4439], [-2.3808, -3.9398, -1.7281], [-1.5431, -5.4516, 1.4149], [-2.7005, -4.1215, 1.3378], [-1.2828, -4.0062, 2.3940], [1.3458, -4.9777, 0.1514], [1.5166, -3.5300, 1.1469], [1.6909, -3.4257, -0.6148]],
  "forces_ev_per_a": [[0.070, -0.540, 0.086], [-0.051, 0.061, -0.003], [0.162, -0.455, 0.029], [-0.419, 0.235, -0.053], [0.029, 0.211, -0.005], [-0.001, 0.029, 0.001], [-0.022, -0.010, -0.003], [0.136, 0.206, 0.000], [-0.255, -0.023, 0.008], [0.031, -0.369, -0.021], [0.354, 0.114, -0.031], [-0.072, 0.070, 0.011], [0.039, -0.028, 0.003], [-0.033, 0.015, -0.002], [0.023, -0.006, 0.003], [-0.011, 0.005, -0.003], [0.040, 0.015, 0.004], [0.025, -0.005, 0.001], [-0.017, 0.002, 0.013], [-0.016, 0.002, -0.013], [0.012, -0.007, -0.001], [0.013, 0.003, -0.001], [-0.002, -0.002, -0.003], [-0.002, -0.006, 0.007], [0.003, 0.005, 0.001], [-0.005, 0.003, -0.001], [-0.004, -0.003, 0.000], [0.001, -0.007, -0.001], [0.002, -0.007, 0.000], [-0.122, 0.051, -0.157], [0.141, -0.209, 0.060], [-0.145, 0.031, 0.107], [0.170, 0.054, 0.007], [-0.114, 0.624, -0.047], [-0.009, 0.012, -0.011], [-0.004, -0.011, 0.020], [0.019, -0.030, -0.024], [-0.009, 0.012, 0.007], [0.012, -0.036, 0.031], [0.001, -0.003, -0.024], [0.031, 0.020, 0.003], [-0.006, -0.010, -0.013], [0.001, -0.016, 0.013]],
  "multiplicity": 2,
  "total_energy_ev": -35089.5594,
  "de_lowest_kcal_mol": 12.5,
  "homo_lumo_gap_ev": [6.305, 6.511],
  "s_squared": 1.14,
  "charge": 1,
  "homo_ev": [-11.67, -11.63],
  "largest_force_ev_per_a": 0.64
}